Entry 1:
Here is a 2-piece molecular cluster, C4H10S2 overall at a distorted geometry from the OMol25 dataset. Energies are from ωB97M-V/def2-TZVPD.

Last column: Löwdin charge in e.
Element x y z (Å)
C1 2.718 -0.348 -0.087  -0.186
C2 -2.115 1.466 -0.438  -0.231
C3 1.680 -1.185 0.535  -0.106
C4 -1.251 0.233 -0.254  -1.144
S1 -2.280 -1.294 -0.141  0.640
S2 -0.185 0.454 1.185  0.621
H1 2.492 -0.109 -1.120  0.074
H2 2.868 0.570 0.477  0.070
H3 3.667 -0.890 -0.058  0.082
H4 -2.654 1.691 0.479  0.064
H5 -2.834 1.305 -1.238  0.066
H6 -1.487 2.319 -0.692  0.068
H7 1.826 -1.495 1.553  0.045
H8 1.055 -1.812 -0.075  0.045
H9 -0.623 0.061 -1.128  0.042
H10 -2.876 -0.967 1.003  -0.148

## Properties
2S+1 = 1
total energy = -954.70027 Eh
maximum force = 3.3 eV/A
orbital gap = 7.729 eV


Entry 2:
Here is one molecule with the formula C4H10Si at a distorted geometry from the OMol25 dataset. Energies are from ωB97M-V/def2-TZVPD.

Last column: Löwdin charge in e.
Element x y z (Å)
C1 0.855 -1.521 -0.246  -0.091
C2 0.079 -0.219 -0.006  -0.568
C3 1.096 1.233 -0.358  -0.038
C4 -0.812 0.014 1.192  -0.296
Si1 -1.756 0.156 -0.460  0.730
H1 1.603 -1.518 0.505  0.070
H2 1.140 -1.333 -1.230  0.055
H3 0.220 -2.312 -0.203  0.035
H4 0.609 1.950 0.384  0.060
H5 0.940 1.578 -1.328  0.004
H6 2.190 1.013 -0.127  0.075
H7 -1.030 -0.786 1.883  0.055
H8 -0.594 0.850 1.778  0.024
H9 -2.913 -0.702 -0.952  -0.068
H10 -1.628 1.599 -0.831  -0.048

## Properties
2S+1 = 1
structure (SMILES) = CC1(C)C[SiH2]1
total energy = -447.77854 Eh
maximum force = 5.0 eV/A
orbital gap = 9.330 eV


Entry 3:
Here is C4H11AuO6Se as an isolated structure at a distorted geometry from the OMol25 dataset. Energies are from ωB97M-V/def2-TZVPD.

Last column: Löwdin charge in e.
Element x y z (Å)
Au1 -0.468 -0.512 -0.683  1.173
C1 2.147 0.227 -1.657  -0.056
O1 1.421 -0.512 -0.686  -0.415
C2 1.784 -0.135 0.641  -0.165
C3 0.856 -0.893 1.568  -0.158
O2 -0.470 -0.512 1.205  -0.403
C4 -1.444 -1.249 1.929  -0.060
H1 3.222 0.058 -1.543  0.106
H2 1.922 1.295 -1.574  0.104
H3 1.842 -0.116 -2.650  0.112
H4 1.643 0.945 0.763  0.145
H5 2.829 -0.399 0.835  0.150
H6 1.051 -0.633 2.613  0.152
H7 0.974 -1.973 1.423  0.143
H8 -1.330 -1.084 3.004  0.110
H9 -1.364 -2.316 1.701  0.105
H10 -2.436 -0.902 1.625  0.104
O3 -3.242 0.890 -1.052  -0.515
Se1 -2.004 1.840 -1.575  0.915
O4 -2.453 3.354 -1.112  -0.472
O5 -0.468 1.370 -0.683  -0.587
O6 -1.928 1.770 -3.410  -0.533
H11 -2.083 -0.512 -0.683  0.043

## Properties
2S+1 = 3
total energy = -3147.06671 Eh
maximum force = 11.8 eV/A
orbital gap (alpha / beta) = 8.412 / 5.765 eV


Entry 4:
Here is an isolated ion of composition C4H11BNO2S and charge +1 at a distorted geometry from the OMol25 dataset. Energies are from ωB97M-V/def2-TZVPD.

Last column: Löwdin charge in e.
Element x y z (Å)
B1 -0.325 -0.896 -1.762  -0.655
C1 -0.920 1.134 1.405  -0.152
C2 0.588 0.780 1.459  -0.316
C3 2.747 0.100 0.072  -0.304
C4 -0.468 0.444 -0.896  -0.218
N1 -1.423 0.331 0.229  -0.015
O1 0.035 -0.882 -3.048  0.243
O2 -0.827 -2.000 -1.078  0.179
S1 1.432 1.077 -0.172  1.049
H1 -1.378 0.865 2.397  0.151
H2 -1.310 2.129 1.157  0.135
H3 1.129 1.302 2.280  0.119
H4 0.593 -0.284 1.708  0.104
H5 2.859 -0.605 0.785  -0.014
H6 3.498 0.444 -0.590  -0.001
H7 -0.617 1.492 -1.215  0.110
H8 -1.449 -0.740 0.526  0.218
H9 -2.283 0.754 -0.171  0.193
H10 -0.105 -1.732 -3.406  0.100
H11 -0.830 -2.801 -1.508  0.074

## Properties
2S+1 = 1
total charge = +1
total energy = -787.02322 Eh
maximum force = 4.9 eV/A
orbital gap = 8.058 eV


Entry 5:
Here is a 2-piece molecular cluster, C4H11BO2 overall at a distorted geometry from the OMol25 dataset. Energies are from ωB97M-V/def2-TZVPD.

Last column: Löwdin charge in e.
Element x y z (Å)
B1 1.221 -0.623 -0.952  -0.285
C1 -2.073 -0.062 -0.828  -0.157
C2 -0.564 1.448 0.707  -0.178
C3 1.632 -0.925 1.464  -0.121
C4 -0.878 0.865 -0.641  -0.230
O1 1.540 -1.002 -2.284  0.087
O2 1.942 -1.033 0.124  0.024
H1 -3.024 0.539 -0.841  0.074
H2 -2.107 -0.811 -0.078  0.036
H3 -2.080 -0.664 -1.911  0.131
H4 -0.726 2.582 0.691  0.092
H5 -1.269 1.065 1.503  0.093
H6 0.405 1.386 1.097  0.017
H7 0.586 -0.573 1.579  0.072
H8 2.105 -0.312 2.234  0.096
H9 1.725 -1.919 1.881  0.090
H10 -0.753 1.618 -1.402  0.068
H11 2.319 -1.578 -2.344  0.092

## Properties
2S+1 = 1
total energy = -334.27168 Eh
maximum force = 3.7 eV/A
orbital gap = 8.060 eV


Entry 6:
Here is C4H11BiCl2O4Re as an isolated structure at a distorted geometry from the OMol25 dataset. Energies are from ωB97M-V/def2-TZVPD.

Last column: Löwdin charge in e.
Element x y z (Å)
Bi1 0.571 0.604 -2.684  1.230
Cl1 1.006 -1.484 -0.968  -0.073
C1 2.772 0.865 -2.381  -0.410
C2 -0.366 -1.213 -3.687  -0.412
H1 3.426 1.257 -3.181  0.000
H2 2.782 1.528 -1.503  -0.013
H3 3.067 -0.143 -2.070  -0.052
H4 -0.746 -1.198 -4.707  -0.010
H5 -1.184 -1.366 -2.976  -0.027
H6 0.392 -1.976 -3.547  -0.052
Re1 -0.438 0.548 0.481  1.072
C3 -1.465 -1.033 1.281  -0.325
C4 -1.854 1.848 0.503  -0.298
H7 -2.567 -0.952 1.063  0.027
H8 -1.095 -2.037 0.951  -0.002
H9 -1.338 -1.018 2.393  -0.010
H10 -2.939 1.561 0.517  -0.013
H11 -1.623 2.899 0.201  -0.025
O1 -0.771 1.004 4.150  -0.349
Cl2 0.441 0.283 4.621  1.005
O2 0.477 0.187 6.113  -0.333
O3 0.471 -1.042 3.981  -0.348
O4 0.982 0.878 1.451  -0.583

## Properties
2S+1 = 4
total energy = -1672.75619 Eh
maximum force = 3.5 eV/A
orbital gap (alpha / beta) = 6.112 / 4.690 eV